17
Properties=species:S:1:pos:R:3:forces:R:3:nbo_charge:R:1 method="wB97M-V/def2-TZVPD" homo_energy_ev=-8.3 gap_ev=8.5 relative_energy_kj_mol=356.4 largest_force_ev_per_a=1.8
C -1.133968 -1.323516 -0.818643 0.0 0.0 0.0 -0.601
C -0.248173 -0.666534 0.245066 0.0 0.2 0.1 -0.259
C 1.271981 -0.733507 -0.043139 0.0 0.3 0.2 -0.593
C 1.981316 0.522103 0.435838 -0.5 0.1 0.0 0.152
C 0.883388 1.431335 0.801844 0.0 0.9 0.2 -0.703
C -0.521052 0.850840 0.492661 0.2 0.0 0.3 0.084
O -1.125462 1.517798 -0.602169 0.1 0.0 -0.3 -0.707
H -1.019348 -0.841691 -1.796651 0.0 0.0 0.2 0.202
H -0.871300 -2.381944 -0.944323 0.0 0.2 0.1 0.211
H -2.195873 -1.275057 -0.553952 0.2 0.0 0.0 0.219
H -0.428133 -1.185504 1.196731 0.0 0.1 -0.1 0.206
H 1.483614 -0.828476 -1.127035 0.1 0.2 0.2 0.255
H 1.738699 -1.637404 0.379681 0.0 0.3 -0.1 0.255
H 1.027130 2.510039 0.491575 0.0 -0.8 -1.4 0.314
H 1.034687 2.034024 1.742065 -0.1 -1.7 0.6 0.319
H -1.223351 0.986518 1.319528 0.1 0.0 -0.1 0.186
H -0.516907 1.465889 -1.351343 -0.1 0.1 0.1 0.459